i:
Below is the molecule C3H5N3OS, with properties calculated with wB97M-V/def2-TZVPD.

Atoms and positions in Å:
C -0.1710 -0.8227 1.0595
C 0.9057 -0.9356 0.0012
C 1.0804 1.8916 0.7323
H -3.1618 0.3038 -0.2801
H 0.0833 -1.2285 2.0281
H 1.8011 0.0233 -1.5885
H 1.2523 1.2615 1.6263
H 0.9010 2.9549 0.9181
N -1.3516 -0.4018 0.9163
N 1.4005 0.1371 -0.6691
N 1.1382 1.4902 -0.4823
O 1.2811 -2.0589 -0.3167
S -1.8953 0.2361 -0.5801

Values from the calculation:
Kohn-Sham gap in eV: 9.817
SMILES: C=NNC(=O)/C=N\S
Total charge: 0

ii:
Below is the molecule C3H5N3OS, with properties calculated with wB97M-V/def2-TZVPD.

Atoms and positions in Å:
C -1.0977 0.5623 1.2285
C 1.6187 0.1779 -1.1897
C -0.5338 -1.2380 -0.2079
H -2.0412 0.0685 1.3160
H -1.3751 1.6448 1.4511
H -0.4576 0.0888 2.0557
H 0.7121 1.6180 -0.1633
H -1.3714 -1.8540 0.1811
N -0.5809 0.1394 -0.0969
N 0.8047 0.6500 -0.1390
N 0.2572 -1.8144 -0.9546
O 1.1881 -1.0680 -1.6443
S 2.8768 1.0246 -1.8366

Values from the calculation:
Kohn-Sham gap in eV: 9.333
SMILES: CN1C=NOC(=S)N1
Total charge: 0

iii:
Below is the molecule C3H5N3OS, with properties calculated with wB97M-V/def2-TZVPD.

Atoms and positions in Å:
C -0.0105 1.7991 -0.6687
C -0.3827 0.4156 -0.2615
C 0.1090 -2.0016 0.8452
H -1.1540 1.9787 0.9586
H -0.4392 1.9121 -1.5761
H 1.1854 1.7807 -0.5517
H 0.6943 -2.7411 1.6033
H 1.4877 -2.2698 -0.9063
N -0.5020 0.1379 0.9125
N -0.5935 -1.1417 1.4269
N 0.5302 -1.7728 -0.4161
O -0.7732 2.6809 0.1540
S -0.1514 -0.7782 -1.5203

Values from the calculation:
Kohn-Sham gap in eV: 8.677
SMILES: OCC1=NN=CNS1
Total charge: 0

Most stable structure, least stable structure: i, iii.

i:
Below is a cluster of 2 separate species, C3H11N2S in total, with properties calculated with wB97M-V/def2-TZVPD.

Atoms and positions in Å:
C 0.4142 1.5764 -2.1749
C 0.8491 0.1959 -2.6081
S 0.9486 -0.9961 -1.2372
H 0.6542 2.3055 -2.9503
H 0.9795 1.9159 -1.3044
H -0.6304 1.7890 -1.9657
H 0.0678 -0.1408 -3.2898
H 1.7936 0.2208 -3.1369
H 2.0258 -1.6598 -1.7053
N -0.4514 -0.6798 1.8198
C -0.8513 0.4049 2.4534
N -1.9449 0.4404 3.1771
H -0.6905 -1.6069 2.1711
H 0.2594 -0.6946 1.0895
H -0.1377 1.2197 2.3530
H -2.3826 1.3219 3.3891
H -2.2491 -0.3740 3.6881

Values from the calculation:
Kohn-Sham gap in eV: 8.165
Total charge: +1

ii:
Below is a cluster of 2 separate species, C3H11N2S in total, with properties calculated with wB97M-V/def2-TZVPD.

Atoms and positions in Å:
C 1.1870 -1.1844 1.8022
C -0.1661 -0.9171 1.1889
C -0.9702 -0.0708 -0.8446
N 0.4234 1.9680 -1.1268
N -0.1395 -0.8698 -0.2447
S -1.2650 -0.3770 -2.4910
H 1.1150 -0.8390 2.8557
H 1.4751 -2.2580 1.5755
H 1.9780 -0.6357 1.5198
H -0.4126 0.0737 1.4947
H -0.9858 -1.6462 1.6850
H -1.6491 0.6082 -0.2565
H 1.4274 2.2024 -1.1062
H -0.0682 2.5282 -0.3882
H 0.4129 -1.5177 -0.8034
H -0.1051 2.2720 -1.9814
H -2.2571 0.6632 -2.8791

Values from the calculation:
Kohn-Sham gap in eV: 10.194
Total charge: +1

Most stable structure, least stable structure: i, ii.

i:
Below is a cluster of 2 separate species, C3H11N2S in total, with properties calculated with wB97M-V/def2-TZVPD.

Atoms and positions in Å:
C -1.2202 -1.1459 -1.0560
S 0.0664 -1.3824 0.2648
C -0.7158 -2.1837 1.7242
H -1.9030 -0.3470 -0.7593
H -0.7628 -0.8577 -1.9962
H -1.7786 -2.0716 -1.1424
H -1.1488 -3.1424 1.4465
H -1.5658 -1.5678 2.0142
H -0.0032 -2.1525 2.5412
N 2.2625 1.7021 -0.6973
C 1.1509 2.3060 -0.3574
N 0.0320 1.6934 -0.0472
H 2.3000 0.7009 -0.7191
H 3.1291 2.2283 -0.7074
H 1.0349 3.3780 -0.4815
H -0.8222 2.1138 -0.3869
H -0.0553 0.7285 0.3599

Values from the calculation:
Kohn-Sham gap in eV: 8.895
Total charge: +1

ii:
Below is a cluster of 2 separate species, C3H11N2S in total, with properties calculated with wB97M-V/def2-TZVPD.

Atoms and positions in Å:
C -2.1875 -0.0053 1.7849
C -2.6485 0.7086 0.5242
S -1.5531 0.2439 -0.8524
H -1.1128 0.0048 2.0184
H -2.4311 -1.0634 1.7178
H -2.6155 0.4381 2.6775
H -3.6289 0.2930 0.3128
H -2.7708 1.7857 0.5983
H -2.2663 0.7848 -1.8491
N 1.6757 0.2321 -0.9778
C 2.5272 -0.7762 -1.0205
N 3.7315 -0.7195 -0.5385
H 1.9905 1.1616 -1.2393
H 0.7170 0.0511 -1.2987
H 2.1819 -1.7541 -1.3364
H 4.3485 -1.5124 -0.4492
H 4.0422 0.1272 -0.0720

Values from the calculation:
Kohn-Sham gap in eV: 8.488
Total charge: +1

Most stable structure, least stable structure: ii, i.

i:
Below is the molecule C20H22N2O3S, with properties calculated with wB97M-V/def2-TZVPD.

Atoms and positions in Å:
C 1.0323 0.1729 -1.4221
H 1.4388 -0.3871 -0.5812
H 1.7674 0.1873 -2.2204
H 0.8545 1.1985 -1.1059
C -0.2710 -0.4591 -1.9037
N -1.2643 -0.3635 -0.8512
C -2.3792 0.3747 -0.9595
O -2.7350 0.9419 -1.9689
C -3.2420 0.4445 0.3010
H -4.0103 -0.3293 0.2399
H -3.7379 1.4148 0.3464
S -2.4034 0.1169 1.8747
C -1.2134 1.4153 2.0104
C -1.0053 2.3398 1.0482
C 0.0041 3.3665 1.1647
O 0.2298 4.1811 0.2862
N 0.7347 3.3750 2.3493
C 0.5368 2.4657 3.3566
C 1.2884 2.5133 4.5391
C 1.0866 1.5922 5.5416
C 0.1317 0.5903 5.4039
C -0.6172 0.5259 4.2535
C -0.4347 1.4496 3.2200
H -1.3658 -0.2423 4.1317
H -0.0209 -0.1277 6.1941
H 1.6774 1.6520 6.4433
H 2.0346 3.2776 4.6762
C 1.7408 4.4079 2.4808
H 1.7133 4.9918 1.5608
H 2.7327 3.9699 2.5992
H 1.5188 5.0596 3.3267
H -1.5609 2.3717 0.1254
H -1.0415 -0.7906 0.0371
C -0.1069 -1.9255 -2.3168
H -1.1002 -2.3538 -2.4701
H 0.3817 -2.4813 -1.5131
C 0.7008 -2.0889 -3.6106
C 0.7349 -3.5157 -4.0396
C 0.0050 -4.2023 -4.9639
C 0.4563 -5.5448 -4.9119
C 1.4232 -5.5743 -3.9583
O 1.5988 -4.3527 -3.4235
H 2.0391 -6.3670 -3.5828
H 0.1072 -6.3658 -5.5037
H -0.7540 -3.8031 -5.6049
H 1.7236 -1.7441 -3.4525
H 0.2452 -1.4931 -4.4021
H -0.6747 0.1154 -2.7442

Values from the calculation:
Kohn-Sham gap in eV: 8.489
SMILES: C[C@@H](CCc1ccco1)NC(=O)CSc1cc(=O)n(C)c2ccccc12
Total charge: 0

ii:
Below is the molecule C20H22N2O3S, with properties calculated with wB97M-V/def2-TZVPD.

Atoms and positions in Å:
C 3.5290 -0.0179 0.9465
C 3.1970 1.3530 1.5169
H 3.7895 2.1324 1.0266
H 3.3669 1.3755 2.5958
O 1.8119 1.6584 1.3513
C 1.4567 2.3715 0.2691
O 2.2406 2.7985 -0.5476
C 0.0177 2.5998 0.1843
C -0.5831 3.5058 -0.6824
C -1.9543 3.4108 -0.4515
C -2.1622 2.4416 0.5400
N -0.9566 1.9556 0.9312
C -0.7662 0.8819 1.8639
H -0.1765 1.2084 2.7256
H -1.7483 0.5608 2.2220
C -0.0506 -0.3511 1.2808
O 0.5102 -1.1398 2.0046
N -0.1614 -0.4700 -0.0636
C 0.5883 -1.3802 -0.8518
C 1.3976 -0.8468 -1.8487
C 2.1789 -1.6846 -2.6179
C 2.1586 -3.0471 -2.3783
C 1.3347 -3.5923 -1.4045
C 0.5103 -2.7565 -0.6428
C -0.4479 -3.3222 0.3580
H -0.8042 -4.3005 0.0475
H -1.3036 -2.6611 0.4787
H 0.0339 -3.4163 1.3306
C 1.3313 -5.0750 -1.1817
H 0.3796 -5.5099 -1.4876
H 1.4841 -5.3049 -0.1290
H 2.1209 -5.5478 -1.7600
H 2.7885 -3.7001 -2.9647
H 2.8123 -1.2755 -3.3901
H 1.4186 0.2230 -2.0051
H -0.5067 0.3335 -0.5714
C -3.5240 2.2382 0.8567
C -4.3330 3.0458 0.1188
C -5.8156 3.1300 0.1631
H -6.2105 2.4279 0.8932
H -6.2411 2.9010 -0.8136
H -6.1329 4.1366 0.4340
S -3.4547 4.0819 -0.9921
H -3.8957 1.5428 1.5876
H -0.0620 4.1416 -1.3681
H 4.5618 -0.2641 1.1751
H 3.3959 -0.0225 -0.1329
H 2.8765 -0.7702 1.3834

Values from the calculation:
Kohn-Sham gap in eV: 8.668
SMILES: CCOC(=O)c1cc2sc(C)cc2n1CC(=O)Nc1cccc(C)c1C
Total charge: 0

Most stable structure, least stable structure: ii, i.

i:
Below is the molecule C4H10NO2, with properties calculated with wB97M-V/def2-TZVPD.

Atoms and positions in Å:
O -0.1744 -0.7409 -2.6609
C 0.5116 -1.0447 -1.6120
C 0.3411 0.0379 -0.5583
C 0.9263 -0.3983 0.7986
C 0.5834 0.6226 1.9562
O -0.8442 0.8274 2.0746
N -1.1063 0.4127 -0.5340
H 1.0937 -1.9657 -1.6118
H 0.9357 0.9449 -0.8213
H 1.9987 -0.1625 0.7955
H 0.6899 -1.3983 1.1696
H 1.1150 1.5935 1.8021
H 0.8623 0.1162 2.8932
H -0.9693 1.6180 2.6053
H -1.4913 -0.5292 -0.3580
H -1.3686 0.9551 0.3202
H -1.2985 0.6749 -1.5114

Values from the calculation:
Kohn-Sham gap (spin up / spin down) in eV: 4.791 / 7.985
Expectation value of S²: 0.7533
Total charge: 0
2S+1: 2

ii:
Below is the molecule C4H10NO2, with properties calculated with wB97M-V/def2-TZVPD.

Atoms and positions in Å:
O -1.9959 -1.4558 -0.9949
C -0.8259 -1.7664 -0.8888
C -0.0117 -0.8737 0.2083
C 0.4848 0.1207 -0.7585
C 1.1950 1.4040 -0.2424
O 0.1254 2.0277 0.5323
N -0.9533 -0.4852 1.3085
H -0.1540 -2.2461 -1.5667
H 0.7863 -1.4475 0.6211
H 1.2066 -0.2786 -1.4465
H -0.3526 0.4577 -1.4003
H 2.1021 1.0216 0.3729
H 1.6080 1.8423 -1.1104
H 0.3138 3.0157 0.5673
H -1.9377 -0.7905 1.0446
H -0.8254 0.5051 1.5661
H -0.7655 -1.0512 2.1875

Values from the calculation:
Kohn-Sham gap (spin up / spin down) in eV: 4.117 / 8.124
Expectation value of S²: 0.7528
Total charge: 0
2S+1: 2

Most stable structure, least stable structure: i, ii.

i:
Below is a cluster of 2 separate species, C5H14N2O in total, with properties calculated with wB97M-V/def2-TZVPD.

Atoms and positions in Å:
C 0.0681 3.0143 0.5150
C 0.8509 1.7470 0.3849
C 1.7291 1.5614 -0.6034
N 0.6744 0.8456 1.4277
H 0.1842 3.4367 1.5182
H -1.0029 2.8435 0.3699
H 0.4061 3.7579 -0.2145
H 2.3231 0.6567 -0.6629
H 1.9150 2.3765 -1.2800
H -0.2466 0.8718 1.8239
H 0.9139 -0.1051 1.1651
C -0.8512 -2.8604 0.7271
N -0.0903 -2.1310 -0.2799
C -0.9480 -1.2436 -1.0631
O -0.2437 -0.6733 -2.1334
H -1.2205 -2.1591 1.4650
H -0.2217 -3.6065 1.1911
H -1.7205 -3.3724 0.3119
H 0.3336 -2.7832 -0.9304
H -1.7868 -1.7869 -1.5081
H -1.3397 -0.4856 -0.4008
H 0.2736 0.0959 -1.8233

Values from the calculation:
Kohn-Sham gap in eV: 9.357
SMILES: C=C(C)N.CNCO
Total charge: 0

ii:
Below is a cluster of 2 separate species, C5H14N2O in total, with properties calculated with wB97M-V/def2-TZVPD.

Atoms and positions in Å:
C -0.7230 1.1604 0.5419
C 0.4624 1.6572 1.3615
C -1.9620 2.0287 0.7299
O -1.0200 -0.2102 0.8529
H -1.2992 -0.2610 1.7757
H -0.4486 1.1334 -0.5153
H -2.2546 2.0591 1.7822
H 1.3273 1.0155 1.1997
H 0.2185 1.6629 2.4266
H 0.7280 2.6722 1.0685
H -2.7948 1.6303 0.1516
H -1.7653 3.0492 0.4034
N -0.2396 -1.2860 -1.9846
N 1.6840 -1.5975 0.2505
C 1.0411 -1.8579 -2.0544
C 2.0004 -1.7590 -1.0791
H -0.6263 -1.1752 -1.0563
H -0.8989 -1.6431 -2.6599
H 0.7374 -1.3550 0.5217
H 2.2827 -2.0561 0.9175
H 1.3781 -2.0084 -3.0728
H 2.1723 -2.8595 -1.5612

Values from the calculation:
Kohn-Sham gap in eV: 7.815
SMILES: N/C=C\N.CC(C)O
Total charge: 0

Most stable structure, least stable structure: i, ii.